Entry 1:
ORCA calculation (ωB97M-V/def2-TZVPD) on 2 unconnected molecules or ions with the total composition C2H10N2 in a non-equilibrium geometry.

```
14
Properties=species:S:1:pos:R:3
N 0.72430 0.06382 1.05293
C 0.27262 -1.18059 0.48118
N 0.63831 -1.26474 -0.90544
H 1.70115 0.09789 1.32548
H 0.22560 0.25634 1.91286
H -0.81339 -1.14530 0.57873
H 0.60480 -2.07896 1.00246
H 0.47753 -2.15180 -1.33849
H 0.65774 -0.40778 -1.42601
C -1.40605 2.05078 -0.53501
H -1.99011 1.22068 -0.16682
H -1.83345 3.01795 -0.28527
H -0.36615 2.04238 -0.23260
H -1.36080 1.96830 -1.62669
```

Its spin multiplicity is 1. The SMILES is NCN.C. As for the HOMO energy: -8.641 eV. The calculated total energy comes out at -5215.914 eV. The value obtained for the energy above the lowest of the compared OMol25 structures with the same formula, charge and spin is 0.438 eV. The total charge is 0. The calculation puts the LUMO energy at 1.1 eV.

Atom charges from the Löwdin analysis, given in e for atoms 1 to 4: -0.009, -0.405, -0.003, 0.069

---

Entry 2:
ORCA calculation (ωB97M-V/def2-TZVPD) on 2 unconnected molecules or ions with the total composition C2H10N2 in a non-equilibrium geometry.

```
14
Properties=species:S:1:pos:R:3
C -0.41461 -1.13208 2.09478
C -0.05410 -0.15203 1.01283
N 0.67943 0.97666 1.61561
H 0.41464 -1.70264 2.52940
H -1.15444 -1.86384 1.79234
H -0.80049 -0.57226 2.95486
H -0.93668 0.17150 0.45175
H 0.62043 -0.58967 0.28731
H 0.03666 1.55903 2.15182
H 0.99244 1.62523 0.89754
N -0.15020 0.36622 -4.07179
H 0.70970 0.06098 -3.59131
H -0.75181 -0.43888 -3.85170
H 0.05633 0.14943 -5.04920
```

Its spin multiplicity is 1. The SMILES is CCN.N. As for the HOMO energy: -9.416 eV. The calculated total energy comes out at -5216.168 eV. The value obtained for the energy above the lowest of the compared OMol25 structures with the same formula, charge and spin is 0.184 eV. The total charge is 0. The calculation puts the LUMO energy at 0.9 eV.

Atom charges from the Löwdin analysis, given in e for atoms 1 to 4: -0.125, -0.358, -0.033, 0.073

---

Entry 3:
ORCA calculation (ωB97M-V/def2-TZVPD) on 2 unconnected molecules or ions with the total composition C2H10N2O in a non-equilibrium geometry.

```
15
Properties=species:S:1:pos:R:3
N -0.29154 1.04999 1.61080
C -0.26911 -0.19930 0.89988
C -0.60548 -0.00813 -0.58229
N -2.00583 0.38841 -0.72130
H -1.20893 1.44138 1.69687
H 0.48876 1.44381 2.08960
H -1.00091 -0.88877 1.32176
H 0.66832 -0.75040 1.01052
H 0.00500 0.83751 -0.92032
H -0.31811 -0.79972 -1.28845
H -2.43984 0.02714 -1.56417
H -2.56639 -0.01642 0.01849
O 2.81196 -0.97903 -1.12657
H 2.64256 -1.08331 -0.17630
H 1.92332 -1.03752 -1.51011
```

Its spin multiplicity is 1. The SMILES is NCCN.O. As for the HOMO energy: -8.913 eV. The calculated total energy comes out at -7263.200 eV. The value obtained for the energy above the lowest of the compared OMol25 structures with the same formula, charge and spin is 0.723 eV. The total charge is 0. The calculation puts the LUMO energy at 0.8 eV.

Atom charges from the Löwdin analysis, given in e for atoms 1 to 4: 0.007, -0.297, -0.306, -0.017

---

Entry 4:
ORCA calculation (ωB97M-V/def2-TZVPD) on 3 unconnected molecules or ions with the total composition C2H10N2O2 in a non-equilibrium geometry.

```
16
Properties=species:S:1:pos:R:3
C -0.83304 0.95548 -1.24421
C -1.23251 -0.22906 -1.78953
N -1.36054 -1.44630 -0.95075
N 0.08481 1.85701 -1.74647
H -1.37576 1.23493 -0.32036
H -1.51363 -0.47427 -2.81490
H -0.54071 -2.01918 -1.08747
H -2.19482 -1.90917 -1.28867
H 0.25263 1.83099 -2.74328
H 0.11448 2.79792 -1.37587
H 3.02438 -1.51982 3.40188
H 2.30184 -0.86100 2.33837
O 2.84136 -0.61544 3.10565
H -0.82430 -0.49197 1.13224
H -0.06630 0.75999 1.73719
O -0.06405 -0.17243 1.64307
```

Its spin multiplicity is 2. As for the HOMO energy (alpha / beta): 1.098 / -3.137 eV. The calculated total energy comes out at -9308.384 eV. The value obtained for the energy above the lowest of the compared OMol25 structures with the same formula, charge and spin is 1.785 eV. The total charge is -1. The calculation puts the LUMO energy (alpha / beta) at 3.6 / 3.6 eV.

Atom charges from the Löwdin analysis, given in e for atoms 1 to 4: -0.489, -0.301, -0.055, -0.053